Entry from the OMol25 dataset: a structure of composition C35H77BaF5N12O2S3SbTe (ωB97M-V/def2-TZVPD).

Geometry as XYZ:
```
137
Properties=species:S:1:pos:R:3:forces:R:3
Ba -0.080 -1.450 -0.044 0.264 5.109 -3.410
C -2.568 -3.139 -0.963 -0.133 -0.248 -0.076
N -2.632 -3.246 -2.398 -0.284 -0.013 0.273
C -2.774 -4.583 -2.932 0.030 -0.292 -0.066
C -2.174 -2.217 -3.152 0.135 0.449 -0.212
N -1.482 -1.269 -2.599 0.105 -0.384 -0.031
C -1.316 -0.067 -3.392 -0.064 0.211 -0.002
C -0.988 1.173 -2.575 -0.094 -0.102 -0.179
N 0.273 1.185 -1.822 -0.039 -0.113 -0.022
C 1.428 0.915 -2.670 0.085 -0.142 -0.196
C 2.568 0.236 -1.907 0.104 0.218 -0.001
N 2.374 -1.197 -1.738 -0.065 -0.415 -0.142
C 3.203 -1.979 -2.359 -0.086 0.309 0.137
N 3.383 -3.279 -1.993 0.040 0.020 0.052
C 3.635 -4.318 -2.964 0.074 -0.067 -0.153
C 3.088 -3.754 -0.668 -0.028 -0.113 0.062
N 4.024 -1.550 -3.391 -0.001 -0.178 -0.248
C 5.405 -1.964 -3.474 0.093 -0.036 -0.038
C 3.462 -1.005 -4.605 -0.099 0.106 -0.011
C 0.331 2.524 -1.191 0.183 0.291 -0.014
C 1.698 3.151 -0.893 -0.031 0.018 -0.245
N 2.254 2.722 0.361 -0.318 -0.129 0.155
C 3.167 3.416 0.907 -0.279 0.006 0.185
N 3.825 4.463 0.267 0.041 0.093 -0.114
C 4.410 5.541 1.033 0.034 0.096 0.163
C 4.585 4.156 -0.931 0.012 -0.069 -0.225
N 3.537 3.047 2.222 0.230 -0.131 0.060
C 4.755 2.284 2.286 0.202 0.065 0.029
C 3.300 3.902 3.354 -0.085 0.011 0.177
N -2.552 -2.214 -4.488 0.122 -0.043 0.164
C -1.550 -2.214 -5.530 0.121 0.039 -0.046
C -3.880 -2.603 -4.896 -0.180 -0.030 -0.102
H -3.059 -4.001 -0.519 0.006 0.042 0.019
H -3.056 -2.232 -0.619 -0.075 0.200 0.050
H -1.541 -3.135 -0.600 -0.505 -0.774 -0.271
H -2.108 -5.268 -2.401 -0.024 -0.005 -0.012
H -2.501 -4.599 -3.984 -0.005 -0.022 0.048
H -3.801 -4.941 -2.827 0.028 -0.034 -0.022
H -2.246 0.154 -3.937 0.081 0.031 0.034
H -0.560 -0.206 -4.170 -0.026 0.064 0.014
H -1.792 1.349 -1.857 -0.075 -0.010 0.045
H -1.004 2.022 -3.283 -0.025 -0.047 0.039
H 1.783 1.832 -3.165 -0.024 -0.108 -0.041
H 1.117 0.247 -3.471 0.046 0.031 0.096
H 2.632 0.671 -0.905 -0.013 0.067 -0.001
H 3.516 0.443 -2.422 -0.083 0.048 0.087
H 4.609 -4.792 -2.806 -0.019 -0.002 -0.017
H 3.598 -3.915 -3.973 0.024 -0.013 0.002
H 2.867 -5.091 -2.879 -0.012 -0.020 -0.005
H 2.953 -2.913 -0.005 -0.022 0.153 0.161
H 3.915 -4.375 -0.312 -0.007 0.000 0.032
H 2.189 -4.368 -0.657 -0.077 -0.046 0.022
H 5.737 -2.335 -2.507 0.015 -0.013 -0.005
H 6.021 -1.102 -3.741 0.030 -0.008 0.000
H 5.574 -2.742 -4.228 0.000 0.009 0.012
H 2.377 -0.947 -4.516 0.123 -0.007 -0.026
H 3.701 -1.650 -5.460 -0.001 0.019 0.023
H 3.849 -0.004 -4.820 -0.018 0.016 -0.020
H -0.255 2.474 -0.276 -0.010 0.059 0.104
H -0.175 3.233 -1.868 0.052 -0.021 0.073
H 1.575 4.245 -0.886 -0.032 -0.095 -0.001
H 2.376 2.954 -1.728 -0.034 0.082 0.051
H 5.346 5.255 1.530 -0.009 0.013 0.016
H 3.710 5.915 1.778 0.056 -0.005 -0.048
H 4.630 6.362 0.349 0.005 -0.011 0.028
H 4.408 3.130 -1.247 -0.030 0.017 -0.014
H 5.656 4.253 -0.725 0.014 0.001 -0.023
H 4.330 4.832 -1.752 0.021 -0.023 -0.039
H 5.674 2.898 2.240 -0.054 -0.080 0.001
H 4.763 1.566 1.466 0.056 -0.051 -0.036
H 4.771 1.725 3.225 0.040 -0.018 0.041
H 2.396 4.486 3.200 -0.057 0.066 -0.011
H 4.127 4.594 3.579 -0.069 -0.057 -0.010
H 3.138 3.275 4.237 -0.001 0.040 0.008
H -0.564 -2.053 -5.097 -0.018 -0.034 -0.036
H -1.742 -1.430 -6.268 0.017 -0.004 0.007
H -1.535 -3.180 -6.052 -0.016 0.052 0.020
H -4.563 -2.506 -4.056 -0.049 -0.017 -0.004
H -3.936 -3.630 -5.279 0.000 0.032 -0.010
H -4.215 -1.931 -5.691 -0.019 -0.045 0.038
C -0.448 2.872 2.944 0.139 -0.133 0.077
C -1.635 3.172 2.024 -0.187 -0.048 -0.081
S -2.572 1.769 1.375 -0.114 -0.014 0.056
C -3.261 1.087 2.920 0.023 0.113 -0.070
C -3.251 -0.438 3.003 0.101 0.031 -0.104
S -1.729 -1.307 2.548 -0.670 0.095 0.477
C -0.591 -1.049 3.917 -0.008 -0.048 0.003
C -0.133 0.375 4.193 0.005 0.143 -0.025
S 0.451 1.303 2.726 0.004 0.052 0.234
H 0.285 3.659 2.782 0.104 0.049 0.037
H -0.748 2.947 3.988 0.021 -0.072 0.032
H -2.318 3.856 2.532 0.008 -0.021 -0.035
H -1.288 3.694 1.133 -0.029 -0.026 -0.072
H -2.696 1.512 3.746 0.035 0.026 -0.004
H -4.294 1.427 3.030 0.076 -0.009 -0.014
H -3.539 -0.743 4.011 0.003 -0.036 -0.002
H -4.001 -0.853 2.324 0.047 -0.007 -0.009
H -1.036 -1.477 4.818 0.050 -0.006 0.002
H 0.258 -1.675 3.642 0.023 -0.005 0.003
H -0.927 0.938 4.682 0.030 0.022 -0.059
H 0.693 0.314 4.906 -0.012 0.041 -0.023
F -0.040 -4.848 -0.208 -0.084 -0.065 0.540
Te -0.029 -4.563 1.679 0.342 -1.157 0.458
F -0.505 -6.355 1.824 0.075 0.479 0.006
F 1.741 -5.220 1.804 -0.626 0.178 -0.068
F -0.114 -4.418 3.544 0.018 -0.104 -0.561
F -1.890 -4.250 1.597 0.843 -0.104 -0.026
O 0.561 -2.878 1.394 0.582 -3.416 2.976
N 2.516 -0.903 1.721 -0.497 0.161 -0.344
C 3.445 -1.486 2.082 -0.074 0.356 0.084
N 4.495 -2.146 2.486 0.337 -0.373 0.009
C 4.353 -3.461 3.101 0.017 -0.253 0.238
C 4.742 -3.368 4.575 -0.162 -0.147 -0.112
O 6.033 -2.814 4.718 0.076 -0.083 0.032
C 6.092 -1.504 4.203 0.040 0.188 -0.169
C 5.781 -1.500 2.707 0.261 0.117 0.165
H 5.021 -4.156 2.581 -0.050 0.026 0.078
H 3.327 -3.804 2.973 0.042 -0.024 0.034
H 4.774 -4.358 5.031 -0.043 0.034 -0.050
H 4.010 -2.752 5.119 0.011 -0.030 -0.055
H 7.102 -1.138 4.394 -0.059 0.013 -0.055
H 5.375 -0.860 4.735 0.039 -0.019 -0.067
H 6.546 -2.068 2.166 -0.027 0.060 0.073
H 5.746 -0.487 2.310 0.015 0.005 0.020
C -6.096 -1.704 -1.390 0.060 0.106 -0.012
Sb -4.807 -0.006 -1.065 -0.127 0.003 0.074
C -6.231 1.013 0.180 0.054 -0.080 -0.136
C -5.319 1.031 -2.875 0.006 -0.079 0.114
H -7.022 -1.390 -1.865 -0.072 0.033 -0.042
H -6.332 -2.154 -0.429 -0.014 -0.043 0.104
H -5.614 -2.457 -2.007 0.072 -0.067 -0.070
H -7.198 1.056 -0.314 -0.078 0.009 -0.055
H -5.886 2.018 0.393 0.071 0.161 0.020
H -6.343 0.478 1.118 -0.005 -0.087 0.130
H -6.394 0.995 -3.030 -0.114 -0.004 -0.004
H -4.821 0.575 -3.725 0.075 -0.081 -0.113
H -5.004 2.068 -2.806 0.054 0.130 0.021
```
Positions in Å, forces in eV/Å.

spin multiplicity: 1
total charge: +1
energy: -120132.8716 eV
lowest unoccupied orbital energy: -0.097 hartree
frontier orbital gap: 7.404 eV